No. 1
This record from the OMol25 dataset describes C16H48AsB4F22N4O4 as an isolated structure. The level of theory is wB97M-V/def2-TZVPD.

```
99
Properties=species:S:1:pos:R:3
C 3.371 -3.780 2.334
C 2.550 -2.665 1.671
C 3.352 -2.058 0.553
O 3.486 -2.992 -0.521
C 3.861 -2.355 -1.708
N 1.291 -3.239 1.189
H 0.516 -2.577 0.861
H 1.530 -3.819 0.376
H 0.925 -3.865 1.910
H 3.743 -4.517 1.616
H 2.895 -4.277 3.172
H 4.316 -3.370 2.740
H 2.339 -1.808 2.393
H 4.360 -1.774 0.905
H 2.904 -1.191 0.099
H 3.170 -1.548 -1.964
H 3.752 -3.078 -2.501
H 4.887 -1.965 -1.813
C 0.578 -0.439 -6.810
C 0.495 -0.372 -5.296
C 1.734 0.113 -4.559
O 1.955 1.461 -4.827
C 3.197 1.803 -5.422
N -0.691 0.455 -4.864
H -1.626 0.165 -5.198
H -0.580 0.475 -3.859
H -0.533 1.376 -5.304
H -0.349 -0.706 -7.295
H 1.281 -1.200 -7.110
H 0.904 0.544 -7.099
H 0.341 -1.397 -4.911
H 2.642 -0.487 -4.891
H 1.630 -0.149 -3.456
H 4.032 1.717 -4.690
H 3.027 2.807 -5.780
H 3.471 1.143 -6.247
C 0.753 2.912 -0.980
C -0.591 2.651 -0.259
C -1.838 2.949 -1.136
O -1.905 2.102 -2.261
C -3.255 1.986 -2.813
N -0.775 1.173 0.100
H -1.555 1.033 0.814
H -0.996 0.643 -0.743
H 0.109 0.794 0.421
H 0.631 3.668 -1.807
H 0.959 2.041 -1.642
H 1.649 3.037 -0.393
H -0.671 3.242 0.657
H -1.790 3.982 -1.366
H -2.728 2.756 -0.568
H -3.136 1.344 -3.691
H -3.715 2.942 -3.009
H -3.823 1.415 -2.123
C -1.463 -1.596 6.328
C -2.174 -0.478 5.614
C -2.160 0.721 6.513
O -2.743 1.828 5.930
C -2.326 3.091 6.538
N -1.657 -0.029 4.224
H -1.069 -0.712 3.676
H -2.464 0.131 3.600
H -1.052 0.794 4.379
H -1.287 -2.435 5.665
H -2.033 -2.067 7.157
H -0.456 -1.299 6.600
H -3.162 -0.865 5.389
H -1.091 0.908 6.680
H -2.567 0.585 7.561
H -1.292 3.249 6.285
H -2.583 3.117 7.583
H -2.985 3.828 5.983
B -3.981 0.638 1.190
F -2.952 -0.429 1.462
F -4.293 0.567 -0.102
F -4.976 0.325 2.144
F -3.400 1.936 1.567
B -2.363 2.178 -6.764
F -1.218 1.498 -7.352
F -3.180 1.117 -6.236
F -1.850 2.927 -5.691
F -3.137 2.932 -7.609
B 0.015 -3.742 4.247
F -1.391 -4.006 4.293
F 0.467 -4.640 3.259
F 0.202 -2.391 3.797
F 0.625 -3.902 5.473
B -0.707 -2.062 -2.046
F -1.156 -0.767 -2.301
F -1.511 -2.914 -2.685
F 0.596 -2.259 -2.456
F -0.531 -2.362 -0.660
As 2.507 1.416 2.613
F 3.652 2.272 3.459
F 1.951 2.764 1.679
F 1.311 0.430 1.544
F 2.884 -0.108 3.467
F 1.183 1.704 3.745
F 3.736 1.009 1.358
```

Values from the calculation:
Max |F|   3.953 eV Å⁻¹
LUMO level   2.031 eV
Total charge   -1
Orbital gap   10.1 eV
E_tot   -154881.7468 eV


No. 2
This record from the OMol25 dataset describes an isolated ion of composition C4H8N3OS and charge +1. The level of theory is wB97M-V/def2-TZVPD.

```
17
Properties=species:S:1:pos:R:3
N 0.419 -0.964 -1.662
C -0.313 0.118 -0.652
S -1.862 0.567 -1.639
N -0.514 -0.729 0.456
C -0.181 -0.385 1.632
C 0.175 0.960 2.016
C 0.865 1.757 0.837
O 1.354 2.827 1.111
N 0.533 1.261 -0.458
H 0.175 -0.759 -2.619
H 0.089 -1.823 -1.318
H 1.454 -0.979 -1.391
H -2.699 0.425 -0.602
H -0.357 -1.173 2.336
H -0.820 1.523 2.224
H 0.765 1.133 2.836
H 0.391 2.086 -1.023
```

Values from the calculation:
SMILES   [NH3+][C@@]1(S)N=CCC(=O)N1
Energy relative to the best compared isomer or geometry (same formula, charge and spin)   40.2 kcal per mole
Max |F|   3.796 eV Å⁻¹
LUMO level   -3.902 eV
Total charge   +1
Orbital gap   10.3 eV
E_tot   -21623.0152 eV


No. 3
This record from the OMol25 dataset describes C44H52AsBrMgN2O8S2 as an isolated structure. The level of theory is wB97M-V/def2-TZVPD.

```
111
Properties=species:S:1:pos:R:3
Mg -0.444 1.019 1.065
O 3.200 0.910 1.921
S 1.876 1.418 2.250
O 1.460 2.540 1.406
O 0.887 0.304 2.315
C 1.884 2.115 3.873
C 2.965 1.842 4.695
C 3.072 2.462 5.929
C 2.094 3.351 6.340
C 0.996 3.611 5.535
C 0.871 3.007 4.289
S -0.639 3.470 3.394
O -1.633 3.645 4.423
O -0.332 4.660 2.625
O -0.963 2.306 2.529
H 3.718 1.145 4.347
H 3.925 2.258 6.564
H 2.180 3.839 7.303
H 0.212 4.280 5.862
C -3.875 -5.493 3.521
C -3.770 -5.364 1.999
C -2.933 -6.541 1.479
C -5.182 -5.451 1.403
C -3.137 -4.032 1.590
C -3.018 -2.955 2.454
C -2.491 -1.761 1.998
Br -2.411 -0.322 3.224
C -2.040 -1.527 0.682
O -1.593 -0.345 0.309
C -2.140 -2.644 -0.194
C -2.697 -3.829 0.284
C -1.726 -2.558 -1.674
C -1.616 -3.932 -2.346
C -2.798 -1.758 -2.430
C -0.360 -1.878 -1.843
H -4.269 -6.479 3.779
H -4.550 -4.747 3.946
H -2.897 -5.381 3.997
H -3.321 -7.482 1.878
H -1.890 -6.441 1.789
H -2.957 -6.612 0.389
H -5.650 -6.410 1.651
H -5.151 -5.356 0.314
H -5.813 -4.650 1.794
H -3.332 -3.015 3.487
H -2.804 -4.651 -0.410
H -2.588 -4.412 -2.490
H -0.977 -4.607 -1.772
H -1.169 -3.802 -3.335
H -3.776 -2.234 -2.322
H -2.555 -1.696 -3.497
H -2.870 -0.748 -2.029
H 0.429 -2.511 -1.425
H -0.321 -0.913 -1.342
H -0.151 -1.735 -2.909
C -1.367 4.671 -1.414
C -0.744 3.681 -0.412
N -1.593 2.474 -0.300
C -2.883 2.820 0.328
C -3.524 4.004 -0.418
N -2.766 4.190 -1.710
C -2.705 2.879 -2.459
C -1.839 1.908 -1.630
H -0.841 4.708 -2.367
H -1.439 5.679 -1.010
H -0.625 4.128 0.577
H 0.247 3.371 -0.739
H -2.716 3.075 1.371
H -3.514 1.933 0.294
H -3.439 4.936 0.138
H -4.567 3.828 -0.671
H -3.244 4.882 -2.278
H -2.284 3.078 -3.442
H -3.730 2.533 -2.577
H -0.880 1.715 -2.105
H -2.335 0.955 -1.496
O 0.859 0.812 -0.551
As 2.432 0.700 -1.113
C 3.275 -0.942 -0.653
C 2.664 -1.753 0.296
C 3.258 -2.958 0.637
C 4.453 -3.339 0.039
C 5.062 -2.517 -0.903
C 4.474 -1.310 -1.252
C 3.768 2.090 -1.000
C 3.697 3.230 -1.792
C 4.766 4.113 -1.830
C 5.910 3.855 -1.086
C 5.983 2.712 -0.302
C 4.913 1.830 -0.253
C 2.137 0.563 -3.034
C 1.382 1.566 -3.648
C 0.961 1.442 -4.962
C 1.277 0.297 -5.687
C 2.010 -0.711 -5.084
C 2.426 -0.583 -3.762
H 1.742 -1.435 0.768
H 2.789 -3.597 1.374
H 4.917 -4.278 0.312
H 5.995 -2.814 -1.364
H 4.948 -0.665 -1.981
H 2.823 3.448 -2.384
H 4.706 4.999 -2.450
H 6.741 4.548 -1.116
H 6.876 2.500 0.271
H 4.957 0.959 0.385
H 1.105 2.452 -3.090
H 0.385 2.236 -5.427
H 0.943 0.190 -6.711
H 2.252 -1.611 -5.635
H 2.975 -1.394 -3.305
```

Values from the calculation:
Energy relative to the best compared isomer or geometry (same formula, charge and spin)   0.0 kcal per mole
Max |F|   0.990 eV Å⁻¹
LUMO level   -0.781 eV
Orbital gap   6.0 eV
E_tot   -223832.3643 eV


> Number 2 is which compound?

C4H8N3OS